Record 1
Computed, not measured: C35H44AlBrN4O13P as an isolated structure at a distorted geometry, with ωB97M-V with the def2-TZVPD basis set.

Summary:
Electronic energy: -155509.66043 eV
Frontier orbital gap: 6.84 eV
Max |F|: 0.0248 Eh/bohr
Multiplicity: 1
Charge: -1

XYZ file:
```
99
Properties=species:S:1:pos:R:3:mulliken_charge:R:1
C -3.34 0.83 -0.78 -0.272
O -3.61 0.05 0.36 -0.345
C -4.31 -1.15 0.09 -0.895
C -3.40 -2.35 -0.20 0.525
C -3.10 -3.23 1.02 -1.233
C -1.80 -2.91 1.82 -0.443
C -1.28 -1.48 1.75 0.714
C 0.14 -1.38 2.35 -1.246
C 1.25 -2.20 1.65 -0.919
Al 1.45 -2.16 -0.37 -1.241
C 3.43 -1.65 -0.77 -0.439
C 3.58 -0.46 -1.58 0.184
O 3.43 0.66 -1.27 -0.482
Br 4.21 -0.75 -3.47 -0.337
C 1.12 -4.06 -1.08 -0.579
P 0.74 -4.18 -2.80 0.808
O 1.07 -5.47 -3.45 -0.814
O 1.44 -2.93 -3.51 -0.339
O -0.83 -3.80 -2.98 -0.440
H -2.31 1.17 -0.71 0.045
H -3.42 0.22 -1.69 0.042
H -4.02 1.69 -0.87 0.363
H -4.91 -1.35 0.98 0.538
H -4.99 -1.02 -0.75 0.303
H -2.47 -2.03 -0.68 -0.448
H -3.93 -2.96 -0.94 0.455
H -3.01 -4.26 0.66 0.356
H -3.97 -3.23 1.68 0.309
H -2.03 -3.12 2.87 0.204
H -1.04 -3.64 1.53 0.389
H -1.91 -0.80 2.33 0.206
H -1.22 -1.09 0.73 -0.337
H 0.46 -0.34 2.41 0.338
H 0.05 -1.75 3.38 0.368
H 1.11 -3.26 1.92 0.625
H 2.20 -1.92 2.12 0.605
H 0.49 -1.13 -1.17 0.096
H 3.96 -2.49 -1.21 0.640
H 3.86 -1.40 0.20 0.220
H 1.96 -4.72 -0.89 0.527
H 0.25 -4.49 -0.56 0.291
H 0.95 -2.67 -4.30 0.243
H -1.35 -4.33 -2.37 0.271
C 0.01 0.32 -5.45 -0.953
C -0.38 -0.15 -4.20 -0.659
C -1.69 -0.54 -3.99 0.826
C -2.59 -0.46 -5.04 -0.440
C -2.22 -0.01 -6.29 -0.588
C -0.90 0.39 -6.49 -0.439
N -3.98 -0.86 -4.78 1.069
O -4.24 -1.14 -3.63 -0.592
O -4.77 -0.86 -5.71 -0.661
H 1.04 0.62 -5.61 0.508
H 0.34 -0.21 -3.39 0.695
H -1.99 -0.91 -3.02 0.476
H -2.94 0.05 -7.09 0.483
H -0.60 0.76 -7.46 0.383
C -4.33 2.70 6.38 -0.402
C -5.43 1.98 5.91 -0.430
C -5.26 0.72 5.38 -0.432
C -3.99 0.18 5.33 0.186
C -2.88 0.88 5.78 -0.302
C -3.06 2.15 6.30 -0.533
N -3.80 -1.17 4.77 1.111
O -4.78 -1.74 4.35 -0.641
O -2.67 -1.61 4.76 -0.579
H -4.47 3.69 6.79 0.372
H -6.42 2.42 5.96 0.366
H -6.10 0.15 5.01 0.452
H -1.89 0.44 5.71 0.463
H -2.20 2.71 6.66 0.375
C 2.27 4.14 -0.23 -0.527
C 1.21 3.25 -0.36 -0.262
C 0.56 3.12 -1.58 -0.104
C 1.00 3.89 -2.64 0.010
C 2.05 4.77 -2.53 -0.555
C 2.69 4.90 -1.31 -0.431
N 0.33 3.74 -3.94 1.104
O -0.62 2.98 -4.00 -0.576
O 0.75 4.38 -4.89 -0.659
H 2.77 4.24 0.73 0.421
H 0.89 2.65 0.48 0.375
H -0.26 2.43 -1.69 0.340
H 2.37 5.36 -3.39 0.457
H 3.51 5.59 -1.20 0.382
C 7.80 2.31 1.19 -0.465
C 7.81 2.04 2.55 -0.363
C 6.69 1.49 3.16 -0.551
C 5.58 1.21 2.39 -0.258
C 5.55 1.47 1.03 0.156
C 6.67 2.02 0.43 -0.687
N 4.39 0.61 3.01 1.054
O 4.42 0.38 4.21 -0.648
O 3.46 0.38 2.27 -0.491
H 8.67 2.73 0.72 0.388
H 8.69 2.26 3.14 0.370
H 6.68 1.27 4.22 0.472
H 4.66 1.24 0.44 0.586
H 6.66 2.23 -0.63 0.492
```

Record 2
Computed, not measured: a 5-piece molecular cluster, C35H44ClIN4O5P2 overall at a distorted geometry, with ωB97M-V with the def2-TZVPD basis set.

Summary:
SMILES: CCCCCCC1=CC(=O)c2cc(CCCCl)c(I)c(PP(=O)(O)O)c2C1=O.c1cc[nH]c1.c1cc[nH]c1.c1cc[nH]c1.c1cc[nH]c1
Electronic energy: -92408.03013 eV
Frontier orbital gap: 6.86 eV
Max |F|: 0.0228 Eh/bohr
Multiplicity: 1
Charge: 0

XYZ file:
```
92
Properties=species:S:1:pos:R:3:mulliken_charge:R:1
C 5.98 -0.04 0.04 -1.337
C 5.25 0.20 1.37 -0.385
C 4.17 1.29 1.34 0.271
C 4.44 2.46 0.37 -0.694
C 3.68 3.75 0.75 -1.099
C 2.45 4.02 -0.15 -0.934
C 1.07 3.89 0.46 0.482
C 0.08 4.71 0.09 -1.003
C -1.26 4.52 0.64 -0.100
O -2.03 5.42 0.87 -0.582
C -1.63 3.10 0.89 -1.559
C -2.92 2.65 0.69 -0.491
C -3.25 1.30 0.85 1.207
C -4.64 0.79 0.53 -1.433
C -5.53 1.73 -0.27 -1.285
C -4.99 1.93 -1.68 0.302
Cl -6.25 2.80 -2.63 -0.214
C -2.23 0.44 1.30 -0.004
I -2.73 -1.59 1.60 0.083
C -0.91 0.86 1.55 0.698
P 0.45 -0.21 2.22 -0.043
P 1.13 -1.73 0.80 1.062
O 1.51 -1.21 -0.52 -0.650
O 0.17 -3.00 0.75 -0.547
O 2.36 -2.31 1.62 -0.404
C -0.63 2.23 1.30 1.357
C 0.74 2.84 1.47 -0.068
O 1.47 2.56 2.37 -0.491
H 5.35 0.20 -0.82 0.376
H 6.91 0.52 0.01 0.317
H 6.23 -1.10 -0.03 0.370
H 5.97 0.48 2.14 0.321
H 4.76 -0.73 1.66 0.235
H 4.07 1.71 2.33 0.377
H 3.20 0.87 1.10 -0.485
H 5.51 2.67 0.33 0.310
H 4.16 2.14 -0.62 0.388
H 4.36 4.57 0.57 0.487
H 3.44 3.77 1.80 0.549
H 2.47 3.33 -0.99 0.364
H 2.52 5.01 -0.58 0.451
H 0.24 5.52 -0.60 0.503
H -3.66 3.39 0.39 0.563
H -5.13 0.48 1.45 0.580
H -4.52 -0.12 -0.05 0.485
H -6.53 1.33 -0.35 0.499
H -5.59 2.71 0.20 0.410
H -4.76 0.99 -2.17 -0.116
H -4.11 2.56 -1.71 0.232
H -0.24 -0.96 3.18 0.192
H -0.40 -2.95 -0.03 0.333
H 2.41 -3.27 1.52 0.310
C -3.45 -1.52 -6.40 -0.415
C -3.10 -2.19 -5.19 -0.631
C -3.42 -1.36 -4.15 -0.327
N -3.95 -0.22 -4.68 0.288
C -3.97 -0.30 -6.04 -0.635
H -3.32 -1.88 -7.40 0.417
H -2.66 -3.17 -5.11 0.412
H -3.32 -1.49 -3.09 0.425
H -4.28 0.56 -4.14 0.076
H -4.36 0.50 -6.64 0.385
C 8.13 -4.61 1.89 -0.459
C 9.33 -4.44 1.15 -0.379
C 9.57 -3.09 1.07 -0.520
N 8.57 -2.45 1.74 0.031
C 7.68 -3.36 2.24 -0.439
H 7.65 -5.54 2.13 0.401
H 9.94 -5.21 0.72 0.388
H 10.37 -2.54 0.61 0.370
H 8.49 -1.45 1.84 0.209
H 6.82 -3.05 2.80 0.407
C -7.03 -4.22 4.91 -0.507
C -7.17 -5.08 3.78 -0.450
C -6.45 -4.53 2.76 -0.449
N -5.89 -3.37 3.22 0.081
C -6.24 -3.18 4.53 -0.355
H -7.47 -4.36 5.88 0.376
H -7.73 -6.00 3.73 0.385
H -6.30 -4.86 1.74 0.350
H -5.31 -2.75 2.68 0.134
H -5.89 -2.32 5.07 0.356
C -0.23 0.06 -3.10 -0.645
C -0.83 0.90 -4.08 -0.686
C -1.35 1.99 -3.43 -0.757
N -1.10 1.82 -2.09 0.505
C -0.42 0.66 -1.88 -0.131
H 0.28 -0.87 -3.26 0.526
H -0.86 0.73 -5.14 0.479
H -1.87 2.86 -3.79 0.516
H -1.36 2.43 -1.33 -0.053
H -0.13 0.37 -0.89 0.129
```

Record 3
Computed, not measured: a 4-piece molecular cluster, C35H44N3O14P2S3 overall at a distorted geometry, with ωB97M-V with the def2-TZVPD basis set.

Summary:
Electronic energy: -121219.12038 eV
Frontier orbital gap: 5.65 eV
Max |F|: 0.0682 Eh/bohr
Multiplicity: 1
Charge: +1
Relative energy (zero: lowest compared OMol25 entry of this formula, charge and spin): 3.806 eV

XYZ file:
```
101
Properties=species:S:1:pos:R:3:mulliken_charge:R:1
N 6.08 2.44 1.99 -0.597
C 5.44 1.10 1.83 -0.854
C 4.41 1.09 0.65 -0.204
N 3.19 1.69 0.86 0.211
C 2.21 1.79 -0.11 -0.805
C 2.39 1.24 -1.46 0.268
C 1.23 1.44 -2.49 -0.470
C 0.67 0.04 -3.05 0.011
C -0.76 -0.11 -2.35 -0.217
S -1.43 -1.81 -2.46 -0.208
C -2.13 -2.19 -0.81 0.257
S -3.16 -3.46 -0.71 -0.115
N -1.65 -1.33 0.27 0.989
C -1.14 -2.07 1.41 -0.631
C 0.32 -1.98 1.60 0.120
C 1.04 -2.65 2.66 -0.040
C 0.28 -3.46 3.62 -0.265
C -1.18 -3.56 3.46 -0.877
C -1.90 -2.87 2.37 -0.264
C -2.59 -0.28 0.65 -0.184
C -2.00 0.97 1.17 0.040
C -2.81 2.11 1.55 -0.592
C -4.28 2.08 1.42 -0.666
C -4.87 0.83 0.91 -0.526
C -4.04 -0.33 0.52 -0.329
C 3.69 0.57 -1.75 1.125
C 3.97 0.00 -3.17 -0.296
O 4.71 0.64 -3.86 -0.427
O 3.40 -1.16 -3.69 -0.231
P 4.20 -2.59 -3.20 -0.128
P 2.95 -3.58 -1.70 0.965
O 1.56 -3.74 -2.20 -0.582
O 3.01 -2.79 -0.21 -0.114
O 3.54 -5.13 -1.42 -0.505
C 4.70 0.50 -0.67 0.724
S 6.32 -0.31 -0.91 -0.165
H 7.02 2.32 2.38 0.285
H 6.19 2.92 1.09 0.236
H 4.94 0.84 2.80 0.213
H 6.27 0.36 1.68 0.407
H 3.04 2.09 1.79 0.360
H 1.27 2.32 0.18 0.471
H 0.40 1.96 -1.92 -0.184
H 1.53 2.15 -3.31 0.600
H 0.52 0.05 -4.16 0.453
H 1.31 -0.80 -2.69 -0.248
H -1.45 0.66 -2.78 0.338
H -0.58 0.23 -1.29 -0.148
H 0.91 -1.37 0.87 0.277
H 2.17 -2.56 2.72 0.174
H 0.79 -3.99 4.47 0.262
H -1.70 -4.21 4.20 0.308
H -3.00 -2.99 2.24 0.422
H -0.89 1.06 1.26 0.204
H -2.32 3.03 1.92 0.356
H -4.91 2.98 1.69 0.399
H -5.98 0.84 0.80 0.418
H -4.55 -1.23 0.11 0.266
H 5.40 -2.23 -2.51 0.057
H 3.48 -3.39 0.40 0.140
H 4.35 -5.04 -0.87 0.294
H 7.14 0.76 -1.17 0.233
C -1.20 6.44 -2.39 -1.466
C -1.88 5.14 -2.75 0.475
C -3.36 5.12 -2.50 -0.663
O -3.61 3.71 -2.35 -0.216
C -2.46 3.16 -1.88 0.287
O -2.37 2.05 -1.47 -0.139
O -1.44 4.06 -1.92 -0.257
H -1.12 7.09 -3.26 0.398
H -1.76 6.99 -1.62 0.349
H -0.20 6.27 -1.99 0.338
H -1.65 4.88 -3.79 0.311
H -3.94 5.53 -3.32 0.331
H -3.65 5.61 -1.57 0.342
C 5.01 -5.14 6.30 -1.381
C 4.37 -3.88 5.72 0.497
C 4.07 -3.95 4.25 -0.555
O 4.08 -2.56 3.89 -0.223
C 4.92 -1.94 4.77 0.463
O 5.30 -0.81 4.65 -0.535
O 5.28 -2.77 5.78 -0.364
H 4.24 -5.79 6.72 0.357
H 5.53 -5.71 5.53 0.344
H 5.73 -4.89 7.07 0.361
H 3.49 -3.61 6.31 0.297
H 3.11 -4.41 4.04 0.331
H 4.85 -4.45 3.67 0.303
C -7.64 1.56 -4.58 -1.334
C -7.38 1.53 -3.09 0.729
C -6.83 0.24 -2.57 -0.485
O -7.24 0.27 -1.20 -0.285
C -8.39 1.00 -1.16 0.583
O -9.10 1.09 -0.21 -0.545
O -8.61 1.63 -2.35 -0.393
H -6.78 2.00 -5.11 0.317
H -7.79 0.56 -4.99 0.321
H -8.53 2.15 -4.82 0.360
H -6.76 2.39 -2.80 0.164
H -5.74 0.19 -2.65 0.234
H -7.27 -0.64 -3.04 0.338
```

Number 1: HOMO level -5.654 eV. Number 2: HOMO level -8.218 eV. Number 3: HOMO level -10.180 eV.